No. 1
A structure of composition C15H32Cl2N2NbOS2, computed with ωB97M-V with the def2-TZVPD basis set.

The geometry in XYZ format:
```
55
Properties=species:S:1:pos:R:3:forces:R:3
Nb -2.71328 -2.11902 -1.42664 -0.07 2.50 0.33
Cl 2.10032 7.54341 1.86439 0.14 0.05 0.05
Cl -0.54287 6.42947 1.34349 -0.02 -0.09 0.01
S -3.31409 -0.32089 -3.13439 -1.53 0.21 -0.87
S -4.89165 -3.45077 1.81099 -0.50 0.52 -4.36
O 1.88288 3.34709 -0.03298 1.42 -0.12 -1.94
N -4.81073 -2.72823 -1.22573 -1.13 -3.83 10.24
N -1.98747 -2.98238 -4.45095 -0.37 -0.29 0.11
C -0.51628 -1.51698 -1.37889 1.17 -0.03 0.04
C 2.42902 1.21011 2.03636 -0.03 0.25 0.62
C 0.21493 -2.62426 1.04930 0.94 -0.88 -0.28
C -4.30194 0.40726 -0.12979 2.75 -2.61 1.06
C 2.82549 -0.09137 2.98482 -0.55 -0.07 -0.37
C 1.58186 4.06663 -1.30047 -0.45 0.02 0.30
C 3.18148 1.20758 0.57811 -0.39 0.17 -0.06
C 0.29662 -2.70746 -0.59093 0.33 0.03 -0.10
C 1.12175 6.07191 1.81914 0.10 -0.46 0.03
C 3.19824 2.69139 -0.16106 0.45 -1.40 -0.98
C -3.16169 -0.54003 0.19492 -3.52 1.48 1.20
C 1.69813 -2.12721 1.57042 -0.51 0.24 0.34
C 1.64735 -1.26786 2.98714 1.09 -0.66 0.01
C -4.92778 -3.16211 0.10099 1.42 3.02 -5.89
C -2.41754 -3.61576 -3.14540 -0.29 -1.30 0.29
H 3.02752 0.26678 4.08054 -0.41 -0.64 -2.04
H 1.93091 -2.04966 3.83953 -0.81 1.82 -1.56
H -2.32655 -3.40638 -0.19896 0.04 0.07 -0.28
H 0.05805 -3.73238 1.45165 0.20 2.40 -0.76
H 2.34278 -3.11521 1.70381 -1.12 2.25 -0.23
H -0.36304 -0.44323 -0.89585 -0.11 -2.25 -0.83
H -0.10881 -3.75883 -0.92036 0.82 2.12 0.48
H 1.55690 5.37736 1.09654 -0.16 0.18 0.16
H -5.38055 -0.04083 0.01907 2.05 0.84 -1.47
H 1.25166 1.27321 1.96190 2.45 -0.13 -0.14
H 4.10940 3.36294 0.15936 -1.93 -1.04 -0.23
H -0.67499 -1.98935 1.46705 1.77 -1.00 -1.02
H 2.76432 2.18382 2.62189 -0.60 -1.88 -1.27
H 1.43706 -2.64233 -0.91687 -2.17 -0.32 0.81
H -2.79178 -2.80996 -5.10227 1.24 0.21 1.31
H 0.56548 -0.82279 3.20343 2.41 -0.88 -0.55
H 1.11789 5.61664 2.81248 -0.06 0.23 -0.24
H 0.47377 4.45702 -1.19025 2.41 -0.56 -0.19
H 2.65140 0.47528 -0.19952 1.11 1.49 1.90
H -1.55869 -4.36609 -2.81745 -1.84 1.16 -0.61
H -0.06453 -1.45901 -2.47809 -0.96 -0.09 2.04
H -4.71671 -0.39049 -3.27874 1.57 -0.09 0.30
H 3.36346 2.46056 -1.31767 -0.21 0.49 2.36
H -2.58145 -0.43451 1.20676 -0.07 0.60 -2.56
H -3.45524 -4.18553 -3.25229 2.37 0.93 -0.05
H -4.13509 1.48495 -0.55990 -0.47 -1.88 1.39
H 2.22104 -1.45376 0.75494 -1.17 -1.39 1.57
H 3.82023 -0.54248 2.55827 -1.84 0.68 0.92
H -1.39466 -2.13246 -4.31678 -1.24 -0.96 -0.21
H 2.38025 4.92987 -1.37725 -1.75 -1.51 -0.27
H 1.60236 3.34622 -2.24853 0.17 1.48 2.10
H 4.28489 0.82009 0.77074 -2.19 0.94 -0.62
```
Positions in Å, forces in eV/Å.

As for the HOMO-LUMO gap: 5.68 eV. The net charge is -1.

=====

No. 2
A structure of composition C15H32CoN6O7, computed with ωB97M-V with the def2-TZVPD basis set.

The geometry in XYZ format:
```
61
Properties=species:S:1:pos:R:3:forces:R:3
Co 0.24684 -0.52408 -0.39645 -8.96 1.73 4.78
O -1.20314 -2.78224 -1.39554 0.36 1.84 0.08
O 4.53565 1.52186 -1.95217 -0.28 0.62 -0.13
O -0.32289 -3.05790 0.86987 0.07 0.66 -0.68
O 2.11097 -1.91812 -2.38189 -0.23 2.72 2.30
O -2.48212 -0.10401 1.01266 -0.07 -0.04 0.27
O 0.96149 1.84465 1.03683 -0.41 -0.54 -0.48
O -0.58104 2.20864 -0.82920 0.05 -1.62 -0.21
N 0.85163 0.54839 1.00695 0.58 0.99 -0.19
N -3.47493 -1.31506 2.67308 0.22 0.43 -0.54
N -0.61313 0.92639 -1.19156 -0.12 1.97 -0.64
N -0.91049 -1.48942 -1.47429 -1.07 -1.69 -0.85
N 0.21828 -1.87405 0.92287 0.27 -1.72 0.06
N -2.81869 0.89535 3.04663 0.04 -0.17 -0.78
C -1.46395 0.62763 -2.20370 -0.30 -0.55 0.39
C 0.72625 -1.48716 2.12721 0.61 2.40 1.13
C 1.55250 0.59791 3.38744 0.27 0.05 0.34
C 1.09186 -0.12057 2.17136 -0.44 -2.47 0.93
C -1.64443 -0.77228 -2.35907 0.06 0.42 0.14
C 1.82335 -0.67550 -1.32999 5.80 -3.51 -4.71
C -3.77103 -1.52514 4.06975 0.18 -0.08 0.22
C -3.50904 -2.45509 1.79358 0.07 -0.39 -0.48
C -4.19555 -0.22058 4.69563 -0.44 0.03 0.37
C 0.74727 -2.41263 3.28971 0.15 -0.16 0.36
C -2.62653 -1.42694 -3.25869 -0.12 0.01 -0.39
C -3.15305 0.83873 4.44818 0.21 -0.04 0.27
C -2.90560 -0.16861 2.18273 0.15 -0.11 0.36
C -2.19619 1.69649 -2.92418 -0.17 0.06 -0.44
C -2.16651 2.09473 2.58446 0.24 0.32 -0.14
H 0.94123 -0.24064 -1.82994 1.53 0.06 -1.04
H -3.19298 1.85387 -2.48697 0.24 -0.06 0.00
H -4.16155 -3.21542 2.23468 0.13 0.14 -0.15
H -2.24887 0.62787 5.04748 -0.16 0.09 -0.07
H -2.50816 -2.88379 1.63189 -0.30 0.02 0.10
H -3.90470 -2.15525 0.81675 0.04 -0.15 0.20
H -2.88767 -1.92823 4.59906 -0.22 0.01 -0.08
H 3.07588 -2.03889 -2.32452 -0.46 0.04 -0.04
H 0.66075 -3.45453 2.96523 0.00 0.30 0.06
H 0.12665 2.18433 -0.00602 0.22 0.24 0.08
H 4.45234 1.91697 -2.83845 0.12 -0.25 0.47
H 1.68139 -2.29372 3.85408 -0.23 0.00 -0.12
H 0.71109 0.80580 4.06832 0.20 -0.03 -0.21
H 2.27420 -0.01571 3.94153 -0.19 0.13 -0.11
H -2.37350 -2.47999 -3.41415 -0.05 0.28 0.06
H -4.56771 -2.27351 4.12662 0.12 0.14 0.12
H -2.64592 2.96428 3.05067 0.10 -0.15 -0.16
H -3.51803 1.82966 4.73997 0.03 -0.18 0.06
H -5.15279 0.09866 4.26940 0.10 -0.06 0.03
H 4.51879 2.28617 -1.34929 0.09 -0.41 -0.31
H 2.66600 0.02236 -1.34612 -0.20 -0.16 -0.09
H 2.02575 1.55035 3.12674 -0.16 -0.27 0.05
H -0.07942 -2.19732 3.98598 0.17 -0.06 -0.22
H -1.09704 2.10835 2.84757 -0.18 0.05 -0.05
H -0.80089 -3.03683 -0.41226 0.21 -0.45 0.30
H 1.72901 -1.19613 -0.35512 2.00 -0.21 -0.91
H -3.64102 -1.37372 -2.83615 0.26 -0.01 0.00
H -2.33964 1.41739 -3.97510 0.00 0.02 0.25
H -2.65117 -0.91774 -4.22964 0.00 -0.09 0.22
H -2.25584 2.15987 1.49765 0.02 0.05 0.23
H -4.33347 -0.35504 5.77037 -0.04 0.03 -0.06
H -1.64949 2.64397 -2.88130 -0.14 -0.27 0.05
```
Positions in Å, forces in eV/Å.

Its spin multiplicity is 5. The expectation value of S² is 6.05. As for the HOMO-LUMO gap (alpha / beta): 4.23 / 4.96 eV. The net charge is +1.

=====

No. 3
A structure of composition C15H32CrN6O7, computed with ωB97M-V with the def2-TZVPD basis set.

The geometry in XYZ format:
```
61
Properties=species:S:1:pos:R:3:forces:R:3
Cr -0.83509 0.17892 -0.67316 1.55 1.49 0.40
O -2.39482 -0.45230 1.81472 0.01 -0.21 -1.13
O -0.93360 0.52873 -5.81459 -0.88 0.01 0.04
O -1.16655 1.90783 1.62361 -0.44 -0.43 0.30
O 0.95028 0.64965 -2.80825 -0.51 0.09 0.36
O -2.69500 1.20412 -1.04116 -0.12 -0.25 0.90
O 0.93977 -0.83722 0.09701 -0.72 0.12 -0.13
O -0.69702 -1.68713 -3.04254 -0.05 0.29 1.30
N 0.77321 -1.10780 2.36430 -0.28 -0.23 -0.55
N -2.10451 -0.83820 0.52209 -0.18 -2.72 0.86
N 2.37310 0.31073 1.46222 -0.20 -0.37 -0.63
N -0.53248 1.75885 0.49043 1.72 1.57 -0.67
N -1.16834 -1.44285 -1.77180 -0.94 -2.55 -0.13
N 0.42470 1.20789 -1.76693 1.10 1.41 0.38
C 2.09920 3.03285 -1.83765 0.13 0.24 -0.20
C 1.36218 -0.56981 1.26883 -0.11 0.82 0.50
C 0.95190 2.34648 -1.20557 -0.76 -1.97 -1.20
C 2.78653 0.78016 2.77178 0.09 0.28 0.22
C 0.74294 3.79907 0.94566 0.17 0.43 -0.08
C 2.51347 -0.29616 3.78593 0.48 -0.25 0.51
C -1.74470 -2.45101 -1.11213 1.64 1.44 -3.03
C 0.36670 2.67751 0.05549 -1.61 -1.94 1.31
C -2.31234 -2.10414 0.15723 0.07 2.93 2.51
C 0.07455 -2.37419 2.27246 -0.21 -0.29 0.02
C -1.86320 1.00402 -4.82388 0.27 0.08 -0.28
C 1.05118 -0.63477 3.70662 -0.17 0.13 0.21
C 3.22702 0.68663 0.34866 0.10 0.23 -0.33
C -1.76700 -3.83470 -1.63678 -0.07 -0.31 -0.08
C -2.96077 -3.08982 1.04563 -0.46 -0.37 0.08
H 3.32524 1.78157 0.30070 -0.07 -0.33 -0.02
H -3.58795 -2.60028 1.79000 0.12 0.04 -0.06
H 1.58495 4.35253 0.53933 -0.02 0.06 -0.03
H 0.00544 -2.67536 1.22448 -0.02 0.07 0.25
H 2.79043 0.29856 -0.57260 0.13 0.20 0.05
H 0.62678 -3.15582 2.81879 -0.04 0.24 -0.15
H 0.43537 0.24955 3.92688 0.05 -0.17 -0.04
H 2.98177 2.38884 -1.86203 -0.10 -0.07 -0.12
H -3.25884 0.58757 -0.50907 0.23 0.78 -0.74
H 2.36864 3.94396 -1.30512 -0.07 -0.05 -0.04
H -2.22907 -3.71090 1.57370 -0.01 0.13 -0.14
H -0.92132 -2.29458 2.72995 0.25 0.03 -0.22
H -2.71171 1.56705 -5.25169 0.37 -0.21 0.01
H 2.23487 1.69828 3.02848 0.11 -0.17 -0.08
H -0.07813 -0.91305 -3.20910 -0.10 -0.03 0.05
H -0.98062 -3.97927 -2.37493 -0.10 0.11 -0.04
H 3.09087 -1.18728 3.51228 0.03 0.08 0.17
H 1.02847 3.44884 1.94041 -0.20 -0.14 -0.06
H -1.62717 -4.56526 -0.83624 -0.07 0.14 0.00
H -2.66532 2.01613 -0.47998 0.05 -0.50 -0.52
H 1.86648 3.29637 -2.87049 0.02 -0.08 -0.02
H -1.97857 0.48769 1.86221 0.03 0.10 0.00
H 2.80800 0.00363 4.79380 -0.06 0.08 -0.12
H -0.08516 4.49814 1.07678 -0.04 -0.07 0.06
H -2.73345 -4.04119 -2.10375 0.03 -0.06 -0.07
H 3.84509 1.04890 2.71475 -0.12 -0.16 0.04
H 4.23806 0.26354 0.47159 -0.35 0.06 0.07
H -1.44881 0.17269 -6.55666 0.31 0.13 0.34
H -2.27182 0.17115 -4.22837 0.14 0.23 -0.07
H -1.28490 1.68759 -4.19101 -0.23 -0.25 0.01
H -3.57904 -3.76481 0.45521 -0.05 -0.04 0.01
H 0.75010 -1.42809 4.39347 0.17 0.12 0.02
```
Positions in Å, forces in eV/Å.

Its spin multiplicity is 4. The expectation value of S² is 4.01. As for the HOMO-LUMO gap (alpha / beta): 5.89 / 5.74 eV. The net charge is +1.

=====

No. 4
A cluster of 2 separate species, C15H32F3NO4S in total, computed with ωB97M-V with the def2-TZVPD basis set.

The geometry in XYZ format:
```
56
Properties=species:S:1:pos:R:3:forces:R:3
S -0.98855 3.81482 1.36580 -0.08 0.15 -0.06
F 2.47204 -4.99031 -2.27614 0.01 0.03 0.01
F 0.92605 -4.76245 -0.78660 0.01 0.01 -0.01
F 0.39843 -5.30534 -2.81180 0.02 0.02 0.01
O 0.73971 -2.75272 -3.78009 -0.05 -0.48 -0.02
O -2.48003 -1.79496 2.89546 -0.03 -0.01 -0.08
O 2.02708 -2.28671 -1.87755 -0.09 0.35 0.33
O 1.60906 2.11062 3.52734 -0.09 0.14 0.11
N 0.11130 -0.19984 -0.33407 -0.14 -0.30 0.09
C -2.03293 2.89387 2.51689 -0.15 -0.27 -0.09
C 0.24683 2.89195 -0.96237 -0.08 0.07 -0.24
C 1.83350 -2.69944 -4.67008 0.04 0.31 -0.12
C -1.48813 1.56794 3.04992 -0.01 0.04 0.03
C 1.50236 2.57386 2.20360 0.09 0.00 -0.18
C -0.34496 0.44720 -1.55874 0.21 -0.05 -0.24
C -2.63019 0.60062 3.41736 0.20 -0.13 0.03
C -2.85847 -0.53777 2.39738 -0.03 0.14 -0.13
C -0.94331 2.66490 -0.02983 0.20 0.20 0.13
C 1.05219 -2.99479 -2.36245 -0.23 0.42 0.09
C 0.66175 3.86016 2.08931 0.18 0.00 0.26
C -1.09079 -2.04867 2.76849 0.11 -0.03 -0.02
C 1.22839 -4.51571 -2.08815 -0.02 -0.06 -0.05
C 2.30705 -4.04538 -5.20613 0.00 -0.02 0.05
C 0.44440 1.69995 -1.94140 0.05 -0.08 0.14
H 0.03382 -2.81341 -1.92850 0.01 0.00 -0.02
H -0.23558 -0.28131 -2.36475 0.01 -0.01 0.06
H 2.66017 -2.14847 -4.20929 0.00 -0.08 0.06
H 1.47616 -2.10438 -5.51760 0.00 0.03 0.03
H -3.56236 1.14920 3.57738 0.05 0.03 0.05
H 2.16239 2.71482 4.03880 0.02 -0.17 -0.11
H -2.31914 3.59445 3.30233 0.06 -0.02 0.00
H 0.05680 3.80673 -1.52881 0.10 0.01 0.04
H 2.91088 -3.88777 -6.10388 -0.01 0.01 -0.01
H -1.88316 2.87918 -0.54141 -0.02 -0.15 0.03
H -0.50318 -1.47010 3.49485 -0.03 0.02 -0.02
H -0.97850 1.66493 0.39716 -0.08 0.03 -0.10
H 0.48018 4.25119 3.09485 -0.02 0.03 -0.06
H -2.92473 2.71566 1.90622 0.02 0.08 0.01
H -2.37881 0.12249 4.36570 -0.13 0.00 0.00
H 1.16915 3.06857 -0.40592 -0.08 -0.09 0.12
H -0.86631 1.08828 2.29072 -0.02 -0.05 0.10
H 2.91865 -4.58324 -4.48634 -0.03 -0.01 0.03
H 1.45218 -4.67167 -5.46654 0.00 0.02 -0.03
H -0.74010 -1.82078 1.75557 -0.02 -0.01 0.05
H -3.91561 -0.60872 2.13599 0.01 -0.06 0.10
H 0.19489 2.01136 -2.95693 -0.08 -0.01 0.04
H 1.06905 1.76478 1.61822 0.03 0.03 0.11
H 2.48791 2.76492 1.76839 -0.02 0.04 0.04
H -2.30380 -0.33563 1.46676 -0.07 0.02 0.02
H -1.41774 0.67705 -1.50240 0.02 -0.04 0.00
H 1.49881 1.41786 -1.93820 -0.02 0.05 -0.13
H 1.18555 4.64321 1.54087 -0.09 -0.04 -0.09
H -0.93370 -3.10726 2.96352 -0.02 0.03 0.03
H -0.84088 1.75124 3.90661 0.00 0.08 -0.06
H 0.50352 0.43420 0.34932 0.19 0.04 -0.21
H 0.84071 -0.87917 -0.56885 0.13 -0.24 -0.14
```
Positions in Å, forces in eV/Å.

As for the HOMO-LUMO gap: 5.37 eV. The net charge is 0.